Entry from OMol25: C19H23Cl2N3O5S in the gas phase (wB97M-V/def2-TZVPD).

```
53
Properties=species:S:1:pos:R:3:forces:R:3
C -2.2476 3.4083 3.8023 0.1 -0.1 -0.1
C -1.4473 3.5044 2.5244 -0.1 -0.1 0.1
C 0.0121 3.2306 2.7187 0.0 0.0 0.1
O 0.4488 2.5545 3.6213 -0.1 0.1 0.0
O 0.7648 3.7889 1.7774 -0.1 0.3 0.0
C 2.1620 3.4994 1.7692 0.5 -0.2 0.0
C 2.4341 2.1613 1.0473 -0.2 0.6 0.5
O 2.9375 2.1244 -0.0473 0.1 0.0 -0.4
N 2.0427 1.0955 1.7894 -0.1 -0.2 0.4
C 2.0538 -0.2552 1.4302 0.1 -0.4 -0.2
C 1.8053 -1.1912 2.4351 0.0 0.1 -0.1
C 1.8104 -2.5450 2.1540 0.0 0.0 -0.1
C 2.0462 -2.9858 0.8620 0.1 -0.1 0.0
C 2.2520 -2.0464 -0.1271 0.2 -0.2 0.0
S 2.5264 -2.6159 -1.7909 0.0 -0.6 -0.5
O 2.4653 -1.5357 -2.7268 -0.2 0.3 0.3
O 3.6645 -3.4854 -1.8442 -0.1 -0.1 0.2
N 1.1990 -3.6521 -2.0628 1.1 0.2 0.2
C -0.0379 -3.0492 -2.0433 -1.1 0.4 0.4
N -0.1741 -2.0975 -1.2216 -0.1 -0.3 -0.3
C -1.3973 -1.3457 -1.1514 -0.1 0.3 0.0
C -1.6745 -0.5489 -2.4302 -0.2 -0.1 0.2
C -2.2946 -1.3874 -3.5465 0.3 0.1 -0.1
C -1.3836 -2.4987 -4.0658 -0.2 0.0 0.0
C -1.0799 -3.5650 -3.0054 0.2 0.1 0.0
C 2.2796 -0.6924 0.1282 0.1 0.2 -0.2
C -1.8790 4.4449 1.4198 0.0 -0.1 -0.1
C -2.0311 2.9770 1.2235 0.2 0.1 -0.2
Cl -3.6299 2.2701 1.2432 -0.1 0.0 0.0
Cl -0.9878 2.1385 0.0739 -0.2 0.1 0.1
H -1.9803 4.2305 4.4631 0.0 0.1 0.1
H -3.3119 3.4509 3.5950 0.0 0.0 0.0
H -2.0197 2.4737 4.3093 0.0 0.0 0.0
H 2.6282 4.3065 1.2032 -0.1 -0.2 0.1
H 2.5439 3.4701 2.7953 -0.1 0.1 -0.1
H 1.6811 1.2861 2.7206 0.1 0.1 -0.3
H 1.6093 -0.8480 3.4411 0.0 0.0 0.1
H 1.6285 -3.2560 2.9455 0.0 -0.1 0.1
H 2.0592 -4.0329 0.6097 0.0 -0.2 0.1
H 1.3724 -4.3626 -2.7562 0.3 0.0 0.0
H -1.2697 -0.6585 -0.3104 -0.2 -0.1 -0.1
H -2.2547 -1.9969 -0.9298 0.0 0.0 0.1
H -0.7318 -0.1161 -2.7714 0.0 0.1 0.0
H -2.3578 0.2688 -2.1894 0.0 0.1 0.0
H -2.5443 -0.7266 -4.3804 -0.1 0.0 0.0
H -3.2287 -1.8288 -3.1864 -0.1 0.0 0.0
H -0.4433 -2.0667 -4.4165 0.0 0.0 -0.1
H -1.8729 -2.9795 -4.9167 0.1 0.0 0.0
H -0.7203 -4.4777 -3.4839 -0.1 0.0 0.0
H -1.9937 -3.8036 -2.4543 0.0 -0.1 0.0
H 2.4573 -0.0039 -0.6803 0.0 0.1 0.0
H -2.7759 5.0221 1.5878 -0.1 -0.1 0.1
H -1.1149 4.9491 0.8489 0.1 -0.1 0.0
```
Forces are in eV/Å.

The energy relative to the best compared isomer or geometry (same formula, charge and spin) is 0.353 eV. For the total energy, the calculation gives -70663.908 eV. The calculation puts the max |F| at 1.26 eV/A. The LUMO energy comes out at 0.474 eV. The highest occupied orbital energy comes out at -8.62 eV. Its SMILES is C[C@]1(C(=O)OCC(=O)Nc2cccc(S(=O)(=O)NC3=NCCCCC3)c2)CC1(Cl)Cl. The HOMO-LUMO gap is 0.3342 Eh.

Löwdin atomic charge list, values in e, 2 entries: number 1, C, carries -0.027; number 2, C, carries -0.384

Entry from OMol25: a molecular structure, C21H25AsCuN2O3S3 (wB97M-V/def2-TZVPD).

```
56
Properties=species:S:1:pos:R:3:forces:R:3
Cu -0.4197 0.3474 0.4871 -0.1 0.1 0.1
C -0.3899 -2.1766 3.8984 0.0 0.0 0.0
C -0.9635 -1.6164 2.6163 0.0 0.0 0.0
C -2.4748 -1.7518 2.5459 0.0 0.0 0.0
O -0.6872 -0.1807 2.5466 0.0 0.0 -0.1
C -0.3532 -2.2936 1.3676 -0.1 0.1 0.0
O 0.0287 -3.4428 1.4262 0.0 0.0 0.0
O -0.3569 -1.5551 0.2948 0.1 0.0 0.0
H -0.8822 -1.7315 4.7642 0.0 0.0 0.0
H 0.6864 -1.9932 3.9571 0.0 0.0 0.0
H -0.5301 -3.2547 3.9139 0.0 0.0 0.0
H -2.9337 -1.3008 3.4258 0.0 0.0 0.0
H -2.7462 -2.8064 2.5007 0.0 0.0 0.0
H -2.8582 -1.2577 1.6525 0.0 0.0 0.0
H 0.1024 0.0054 3.0680 0.0 0.0 0.0
S -1.3413 2.8586 -5.0546 0.0 0.0 -0.1
C -1.2136 3.1653 -3.4399 0.0 0.0 0.2
S -1.6898 2.0141 -2.2171 -0.1 0.1 0.1
C -0.9739 3.0129 -0.9706 0.0 0.0 -0.1
N -0.5113 4.1250 -1.4171 0.0 0.1 -0.1
N -0.6827 4.2323 -2.7829 -0.1 0.0 0.0
C -0.1494 5.4160 -3.3873 0.0 0.0 0.0
C -0.7891 6.0121 -4.4640 0.0 0.0 0.0
C -0.2513 7.1635 -5.0183 0.0 0.0 0.0
C 0.9080 7.7214 -4.5019 0.0 0.0 0.0
C 1.5290 7.1271 -3.4126 0.0 0.0 0.0
C 1.0036 5.9755 -2.8500 0.0 0.0 0.0
S -0.8933 2.5324 0.6940 -0.1 -0.2 0.0
H -1.6949 5.5824 -4.8625 0.0 0.0 0.0
H -0.7507 7.6282 -5.8583 0.0 0.0 0.0
H 1.3218 8.6197 -4.9405 0.0 0.0 0.0
H 2.4271 7.5612 -2.9932 0.0 0.0 0.0
H 1.4697 5.5205 -1.9891 0.0 0.0 0.0
C 1.7941 1.9174 -2.2344 0.0 0.0 0.0
As 1.1059 0.3429 -1.3464 0.1 -0.1 0.0
C 2.7110 -0.4806 -0.6407 0.0 -0.1 -0.1
C 0.5350 -0.8554 -2.7804 0.0 0.0 0.0
C 1.6680 -1.2368 -3.6824 0.0 0.0 0.0
C 2.4017 -2.3968 -3.4476 0.0 0.0 0.0
C 3.4756 -2.7290 -4.2609 0.0 0.0 0.0
C 3.8300 -1.9053 -5.3202 0.0 0.0 0.0
C 3.0993 -0.7507 -5.5668 0.0 0.0 0.0
C 2.0256 -0.4192 -4.7536 0.0 0.0 0.0
H 2.6588 1.6393 -2.8349 0.0 0.0 0.0
H 2.0721 2.6477 -1.4762 0.0 0.0 0.0
H 1.0285 2.3468 -2.8770 0.1 -0.1 0.0
H 3.4706 -0.5653 -1.4162 0.0 0.0 0.0
H 2.4502 -1.4689 -0.2650 0.0 0.0 0.0
H 3.0860 0.1322 0.1777 0.0 0.0 0.0
H -0.2593 -0.3369 -3.3194 0.0 0.0 0.0
H 0.1013 -1.7100 -2.2622 0.0 0.0 0.0
H 2.1223 -3.0457 -2.6248 0.0 0.0 0.0
H 4.0334 -3.6369 -4.0693 0.0 0.0 0.0
H 4.6652 -2.1669 -5.9568 0.0 0.0 0.0
H 3.3598 -0.1102 -6.3998 0.0 0.0 0.0
H 1.4463 0.4744 -4.9606 0.0 0.0 0.0
```
Forces are in eV/Å.

For the total energy, the calculation gives -169290.289 eV. The calculation puts the max |F| at 0.22 eV/A. The LUMO energy (alpha / beta) comes out at 0.144 / -1.607 eV. As for the spin multiplicity: 2. The highest occupied orbital energy (alpha / beta) comes out at -7.96 / -8.10 eV. The HOMO-LUMO gap (alpha / beta) is 0.2979 / 0.2386 Eh.

Löwdin atomic charge list, values in e, 2 entries: number 1, Cu, carries 0.177; number 2, C, carries -0.012

Entry from OMol25: 10 unconnected molecules or ions with the total composition C18H29Cl27IO2P (wB97M-V/def2-TZVPD).

```
78
Properties=species:S:1:pos:R:3:forces:R:3
C -0.9096 -1.0355 -0.1893 0.0 0.1 0.5
C 0.4021 -1.4367 0.4212 0.3 0.2 -0.7
O 1.2429 -2.0255 -0.5624 -0.1 -0.3 0.0
C 2.5549 -2.2271 -0.0864 0.0 0.4 0.0
C 3.4597 -1.0191 -0.3355 -0.2 -0.8 0.4
P 5.0292 -0.9223 0.6216 0.5 0.9 -0.8
C 5.4281 -2.6995 0.9246 -0.3 -0.1 0.0
C 5.6802 -3.5001 -0.3569 0.0 0.1 -0.4
O 5.7796 -2.7173 -1.5527 -0.4 -0.1 -0.1
C 4.7113 -0.2537 2.3462 0.2 -0.3 -0.1
I 2.9283 0.9338 2.4722 0.2 -0.2 0.0
C 5.9957 0.4836 2.8016 -0.4 0.3 -0.2
C 5.8621 1.8425 3.4604 0.5 -0.2 0.2
H -1.2613 -1.7283 -0.9355 0.0 -0.2 -0.2
H -0.8354 -0.0381 -0.5847 0.0 0.3 -0.5
H -1.6308 -0.9810 0.6155 -0.4 0.0 0.1
H 0.2699 -2.1100 1.2633 0.1 -0.3 0.2
H 0.8861 -0.5330 0.7627 0.2 0.3 0.5
H 2.5523 -2.5001 0.9679 -0.2 0.0 0.3
H 2.9541 -3.0747 -0.6295 0.0 -0.3 -0.1
H 3.7891 -1.0694 -1.3597 0.1 0.1 -0.4
H 2.8936 -0.1044 -0.2616 -0.1 0.4 0.2
H 4.6555 -3.1997 1.4972 -0.3 -0.1 0.2
H 6.3185 -2.7392 1.5326 0.4 0.2 0.3
H 6.6072 -4.0448 -0.2719 0.4 -0.1 0.0
H 4.9095 -4.2452 -0.4949 -0.3 -0.2 0.0
H 4.9461 -2.8229 -2.0357 0.4 0.1 0.1
H 4.5661 -1.0891 3.0110 -0.5 -0.2 0.4
H 6.5891 0.6352 1.9126 0.4 0.0 -0.3
H 6.5549 -0.1611 3.4674 0.1 -0.4 0.1
H 5.2148 1.8413 4.3236 -0.4 0.0 0.2
H 5.5697 2.5968 2.7492 -0.4 0.3 -0.2
H 6.8458 2.1289 3.8114 0.3 0.1 0.1
Cl -1.5828 0.0600 -3.5378 0.0 0.0 -0.1
C -3.2624 -0.1018 -3.0251 0.0 0.0 0.1
Cl -3.5982 -1.7473 -2.4774 0.0 0.1 -0.1
Cl -3.6477 1.0802 -1.7669 0.0 -0.1 0.0
H -3.8898 0.1009 -3.8838 0.0 0.0 0.2
Cl -1.7279 2.4908 4.0976 0.0 0.0 0.0
C -1.2179 3.1610 2.5456 0.1 -0.1 0.0
Cl 0.5382 3.3307 2.4833 -0.1 0.1 0.0
Cl -1.7917 2.1608 1.2149 0.0 0.0 0.0
H -1.6521 4.1446 2.4426 0.0 0.1 0.0
Cl -7.1700 6.0006 4.5584 0.0 0.0 0.0
C -5.9356 5.3737 3.4663 -0.1 0.1 0.0
Cl -6.6736 4.5458 2.0984 0.0 0.1 -0.1
Cl -4.8715 6.6724 2.9196 0.0 -0.1 0.0
H -5.3416 4.6546 4.0127 0.0 0.0 0.0
Cl 4.3985 1.4006 -2.5714 0.0 0.1 -0.1
C 5.2263 0.4916 -3.8319 0.0 0.0 0.0
Cl 4.0805 -0.1115 -5.0322 0.0 0.0 0.0
Cl 6.4757 1.4770 -4.5955 0.0 0.0 0.0
H 5.7081 -0.3596 -3.3669 0.0 0.0 0.0
Cl -8.3598 -1.8152 -0.8206 0.0 0.0 0.0
C -6.9562 -2.5999 -0.0855 -0.1 0.1 0.1
Cl -5.8418 -1.4066 0.5689 0.1 0.0 -0.1
Cl -7.4600 -3.7428 1.1587 0.0 0.0 0.0
H -6.4466 -3.1511 -0.8606 0.0 0.0 -0.1
Cl -4.1970 -4.5525 -0.8864 0.0 -0.2 -0.1
C -2.7900 -5.3235 -0.1412 -0.1 0.0 0.2
Cl -1.7006 -4.1093 0.5071 0.0 -0.1 0.0
Cl -3.3097 -6.4514 1.1111 0.0 0.0 0.0
H -2.2604 -5.8776 -0.9033 0.0 0.0 -0.1
Cl 3.5570 6.0087 -2.3862 0.0 0.0 0.0
C 4.9700 5.1782 -1.7349 0.0 0.0 0.0
Cl 6.1792 6.3358 -1.1783 0.0 0.0 0.0
Cl 4.5085 4.0787 -0.4378 0.0 0.0 0.1
H 5.4084 4.5885 -2.5291 0.0 0.0 0.0
Cl -8.9295 0.4087 5.0230 0.0 0.0 0.0
C -8.2660 1.0939 3.5388 -0.2 0.1 0.0
Cl -6.5532 1.4615 3.7260 0.2 -0.2 0.0
Cl -8.5728 0.0250 2.1736 0.0 0.1 0.0
H -8.7687 2.0322 3.3465 -0.1 0.0 0.0
Cl -6.3996 -1.1790 -5.9546 0.0 0.0 0.0
C -5.8481 0.2408 -6.8430 0.0 -0.1 0.0
Cl -4.3472 0.8598 -6.1453 0.0 0.1 -0.2
Cl -5.6383 -0.1223 -8.5530 0.0 0.0 0.0
H -6.6014 1.0103 -6.7500 0.0 0.0 0.0
```
Forces are in eV/Å.

For the total energy, the calculation gives -378724.500 eV. The calculation puts the max |F| at 1.31 eV/A. The LUMO energy comes out at 0.266 eV. The highest occupied orbital energy comes out at -8.19 eV. Its SMILES is CCOCCP(CCO)[C@H](I)CC.ClC(Cl)Cl.ClC(Cl)Cl.ClC(Cl)Cl.ClC(Cl)Cl.ClC(Cl)Cl.ClC(Cl)Cl.ClC(Cl)Cl.ClC(Cl)Cl.ClC(Cl)Cl. The HOMO-LUMO gap is 0.3106 Eh.

Löwdin atomic charge list, values in e, 2 entries: number 1, C, carries -0.151; number 2, C, carries -0.303

Entry from OMol25: C21H17ClFNO2S in the gas phase (wB97M-V/def2-TZVPD).

```
44
Properties=species:S:1:pos:R:3:forces:R:3
C -2.8466 1.1255 -1.8093 0.4 0.9 0.2
C -2.0209 0.4412 -0.7158 -0.1 1.1 1.0
C -0.8051 -0.4091 -1.1864 -0.3 0.0 0.6
C -1.4136 -1.6288 -1.8700 0.1 -0.2 -1.3
C -1.7456 -1.6483 -3.1976 0.2 -0.5 -0.3
C -2.2600 -2.9245 -3.6405 -0.6 0.3 0.8
C -2.4246 -3.8083 -2.6044 0.8 1.0 -0.3
S -1.8174 -3.1451 -1.1053 -0.1 0.2 -0.7
O -0.0587 0.4589 -2.1109 0.1 -0.3 0.0
C 1.3266 0.2029 -2.4805 -0.5 -0.9 1.3
C 1.6580 -1.2764 -2.5889 0.4 -1.7 -2.6
O 2.1137 -1.7422 -3.6344 -0.1 0.9 0.6
N 1.4784 -2.1720 -1.5694 -1.1 2.4 0.7
C 1.1513 -1.7917 -0.2653 -1.3 1.3 0.0
C 1.9519 -2.2548 0.7428 0.7 -0.6 0.7
C 1.7988 -1.8470 2.0593 -0.8 -0.1 -0.8
C 0.7753 -0.9611 2.3603 -0.3 0.4 -0.4
C 0.6281 -0.4994 3.7602 -0.2 0.1 0.2
C 0.7762 0.8626 4.0468 -0.2 -0.2 0.6
C 0.5738 1.3213 5.3510 -0.2 -1.1 0.3
C 0.2416 0.3871 6.3542 0.1 0.6 -0.2
F 0.0668 0.8498 7.6272 0.0 -0.5 -1.0
C 0.1035 -0.9790 6.0649 0.1 0.3 0.5
Cl -0.3171 -2.1425 7.3004 0.1 0.5 -0.2
C 0.3233 -1.4254 4.7750 0.1 0.3 -0.7
C -0.0856 -0.4646 1.3434 1.1 -1.1 -1.1
C 0.0546 -0.8885 -0.0087 1.5 -0.1 1.0
H -3.6427 1.7386 -1.3471 0.4 -0.3 0.0
H -3.3380 0.4091 -2.4404 -0.1 -0.3 -0.5
H -2.2215 1.8360 -2.3934 -0.4 -0.7 0.2
H -1.6629 1.2698 -0.0513 0.0 -0.7 -0.5
H -2.7252 -0.1614 -0.0870 0.8 0.1 -0.5
H -1.5712 -0.7874 -3.8571 0.0 -0.5 0.4
H -2.6136 -3.1440 -4.6483 0.3 0.1 0.3
H -2.7873 -4.8148 -2.7017 -0.1 -0.1 0.3
H 1.6206 0.7126 -3.4240 -0.8 -0.5 0.6
H 2.0132 0.5454 -1.6994 -0.2 0.5 0.2
H 1.8760 -3.0560 -1.6931 0.6 -1.3 -0.5
H 2.7472 -2.9648 0.4977 -0.2 0.3 0.0
H 2.4545 -2.2409 2.8119 0.1 0.0 0.3
H 1.0811 1.5584 3.2643 -0.2 -0.2 0.2
H 0.6583 2.3683 5.6033 0.1 0.0 0.1
H 0.2568 -2.4953 4.5263 -0.1 0.6 0.2
H -0.8459 0.2423 1.5962 -0.4 0.2 0.2
```
Forces are in eV/Å.

For the total energy, the calculation gives -53712.817 eV. The calculation puts the max |F| at 3.11 eV/A. The LUMO energy comes out at 0.442 eV. The highest occupied orbital energy comes out at -8.74 eV. Its SMILES is CC[C@@]1(c2cccs2)OCC(=O)Nc2ccc(-c3ccc(F)c(Cl)c3)cc21. The HOMO-LUMO gap is 0.3373 Eh.

Löwdin atomic charge list, values in e, 2 entries: number 1, C, carries -0.091; number 2, C, carries -0.178

Entry from OMol25: C10H15N3O4 in the gas phase (wB97M-V/def2-TZVPD).

```
32
Properties=species:S:1:pos:R:3:forces:R:3
C 4.0772 0.5721 -0.1073 0.1 -0.2 0.1
C 4.0000 -0.9431 0.0298 -0.1 0.1 -0.2
C 2.6217 -1.5085 -0.3136 0.0 0.3 0.4
C 1.5286 -1.1135 0.6707 -0.1 -0.7 -0.1
O 1.1046 0.2277 0.4084 0.4 0.2 -0.3
C -0.0982 0.5774 0.8280 -0.3 0.5 0.3
O -0.8316 -0.1260 1.4801 0.1 -0.1 0.1
C -0.4756 1.9643 0.3459 0.1 -0.2 -0.1
C -1.3999 1.8203 -0.8799 0.1 0.0 0.1
C -2.5183 0.8838 -0.5525 -0.2 0.2 -0.1
N -3.5798 1.3309 0.0075 0.5 0.4 -0.3
N -4.5427 0.4839 0.3700 -0.4 -0.2 0.2
C -4.4977 -0.8888 0.2623 0.0 0.2 -0.1
O -5.3793 -1.6083 0.6525 -0.2 -0.3 0.1
N -3.3523 -1.3406 -0.3617 0.1 -0.2 -0.1
C -2.3076 -0.5562 -0.8134 -0.4 -0.3 0.0
O -1.3481 -1.0336 -1.3738 0.1 0.1 0.0
H 3.8159 0.8739 -1.1188 0.0 0.1 -0.1
H 3.3912 1.0570 0.5808 0.0 0.1 0.0
H 5.0856 0.9196 0.1068 0.1 0.1 0.0
H 4.7339 -1.3994 -0.6384 0.1 0.0 0.1
H 4.2608 -1.2310 1.0511 0.1 -0.1 0.0
H 2.6774 -2.5984 -0.3233 -0.1 0.0 0.0
H 2.3206 -1.1761 -1.3080 -0.1 -0.1 -0.1
H 0.6569 -1.7673 0.5636 0.2 0.1 0.1
H 1.8831 -1.1733 1.7059 -0.1 0.0 -0.1
H 0.4206 2.5190 0.0739 0.0 0.0 0.1
H -1.0141 2.4770 1.1431 0.0 -0.1 0.0
H -1.7991 2.7981 -1.1459 0.0 -0.1 -0.1
H -0.8318 1.4048 -1.7136 0.0 0.1 0.0
H -5.3438 0.9006 0.8283 0.2 -0.2 -0.1
H -3.2584 -2.3464 -0.4583 0.0 0.2 0.0
```
Forces are in eV/Å.

The energy relative to the best compared isomer or geometry (same formula, charge and spin) is 0.000 eV. For the total energy, the calculation gives -23274.724 eV. The calculation puts the max |F| at 0.74 eV/A. The LUMO energy comes out at 0.300 eV. The highest occupied orbital energy comes out at -9.64 eV. Its SMILES is CCCCOC(=O)CCc1n[nH]c(=O)[nH]c1=O. The HOMO-LUMO gap is 0.3652 Eh.

Löwdin atomic charge list, values in e, 2 entries: number 1, C, carries -0.108; number 2, C, carries -0.261

| no. | M (g mol⁻¹) |
| --- | --- |
| 1 | 476.4 |
| 2 | 588.1 |
| 3 | 1392.5 |
| 4 | 401.9 |
| 5 | 241.2 |